C2H4N2S | ωB97M-V with the def2-TZVPD basis set

Structure (ORCA input):
```
! RIJCOSX wB97M-V def2-TZVPD def2/J DEFGRID3
* xyz 0 1
C 0.56035 1.37399 -0.41577
C -1.24620 0.07113 0.55885
N 1.53958 1.94900 -0.66268
N -0.35552 0.52619 -0.46283
S 1.40324 -1.72817 -1.00726
H -1.89079 0.93114 0.80383
H -1.78535 -0.80672 0.16220
H -0.80234 -0.14944 1.53308
H 2.57703 -2.16712 -0.50942
*
```

Computed properties:
E (Ha): -586.1111
Strongest force on any atom (eV/A): 3.29
E_HOMO (spin up / spin down) (Ha): -0.3257 / -0.3258
LUMO (spin up / spin down) (eV): -3.88 / -3.94